1.
C35H37FN5O5Ti | wB97M-V/def2-TZVPD

Geometry as XYZ:
```
84
Properties=species:S:1:pos:R:3:lowdin_spin:R:1
Ti -1.340 -1.056 -1.549 0.776
O -6.016 -5.005 -4.278 0.000
C -5.459 -5.390 -3.039 0.002
C -4.246 -4.552 -2.755 0.015
C -3.426 -4.879 -1.665 0.011
C -2.359 -4.077 -1.370 0.012
N -2.040 -3.007 -2.119 0.017
C -2.789 -2.710 -3.190 0.019
C -3.922 -3.460 -3.523 0.012
C -2.264 -1.605 -4.013 0.038
C -2.897 -1.149 -5.176 0.005
C -2.266 -0.242 -5.989 0.033
C -2.898 0.260 -7.262 0.005
O -4.294 0.067 -7.312 0.001
C -0.977 0.186 -5.622 0.004
C -0.438 -0.245 -4.446 0.025
N -1.078 -1.096 -3.613 0.013
H -6.772 -5.566 -4.466 0.000
H -5.170 -6.447 -3.035 0.000
H -6.173 -5.238 -2.220 0.000
H -3.642 -5.733 -1.038 0.001
H -1.736 -4.260 -0.504 0.000
H -4.526 -3.211 -4.382 0.000
H -3.872 -1.523 -5.454 0.000
H -2.487 -0.296 -8.108 0.002
H -2.626 1.310 -7.414 0.001
H -4.707 0.639 -6.656 0.000
H -0.418 0.874 -6.242 0.000
H 0.529 0.099 -4.108 0.001
C -0.283 -0.437 5.901 0.003
C 0.440 -1.476 5.063 0.005
N 0.340 -1.215 3.630 0.093
C -0.754 -1.694 2.963 0.131
C -0.916 -1.541 1.623 0.023
C -2.250 -1.927 1.043 0.004
O -2.992 -2.714 1.590 0.010
O -2.533 -1.273 -0.063 0.019
C 0.120 -0.901 0.899 0.219
O 0.104 -0.850 -0.454 0.059
C 1.157 -0.242 1.572 0.019
C 2.107 0.554 0.896 0.130
C 3.078 1.194 1.624 0.011
F 4.014 1.927 0.961 -0.009
C 3.158 1.129 3.005 0.135
C 2.222 0.330 3.688 0.053
C 1.255 -0.374 2.994 0.035
N 4.163 1.823 3.753 0.018
C 4.395 3.213 3.434 0.005
C 5.107 3.874 4.593 0.001
N 6.412 3.137 4.814 0.000
C 6.190 1.662 5.071 0.001
C 5.404 1.092 3.910 0.008
H -0.147 -0.637 6.964 0.000
H -1.353 -0.448 5.693 0.000
H 0.084 0.567 5.689 0.001
H 0.031 -2.473 5.233 0.001
H 1.499 -1.532 5.319 0.002
H -1.513 -2.186 3.554 0.009
H 2.064 0.668 -0.175 0.009
H 2.268 0.309 4.766 0.003
H 3.446 3.718 3.261 0.001
H 4.997 3.344 2.520 0.000
H 4.549 3.779 5.524 0.000
H 5.364 4.916 4.409 0.000
H 6.942 3.559 5.575 0.000
H 6.981 3.236 3.970 0.000
H 5.626 1.605 6.001 0.000
H 7.173 1.211 5.197 0.000
H 5.193 0.043 4.116 0.001
H 6.020 1.121 2.993 0.000
C -2.036 0.966 -1.782 0.000
C -1.109 2.149 -1.681 0.001
C 0.246 2.086 -1.988 0.001
C 1.073 3.199 -1.893 0.001
C 0.564 4.414 -1.465 0.000
C -0.784 4.499 -1.133 0.000
C -1.600 3.385 -1.241 -0.001
H -2.547 1.003 -2.760 0.000
H -2.822 1.091 -1.029 0.005
H 0.689 1.139 -2.282 0.000
H 2.123 3.108 -2.146 0.000
H 1.203 5.284 -1.392 0.000
H -1.204 5.438 -0.794 0.000
H -2.649 3.463 -0.983 0.000
```

Values from the calculation:
Calculated total energy = -80411.595 eV
Charge = +1
HOMO energy (alpha / beta) = -7.04 / -9.45 eV
LUMO level (alpha / beta) = -2.7660 / -2.7674 eV
F_max = 1.0 eV Å⁻¹
Energy above the lowest of the compared OMol25 structures with the same formula, charge and spin = 1.5447 eV
⟨S²⟩ = 2.0391
Spin multiplicity = 3
HOMO-LUMO gap (alpha / beta) = 4.3 / 6.7 eV

2.
C35H37FN6O6S2Zr | wB97M-V/def2-TZVPD

Geometry as XYZ:
```
88
Properties=species:S:1:pos:R:3:mulliken_charge:R:1
Zr 2.801 0.080 0.444 0.485
C 5.958 1.486 -0.457 -1.482
C 5.597 1.621 0.996 1.375
C 6.488 2.428 1.729 -1.234
C 6.353 2.554 3.074 -0.774
C 5.287 1.911 3.727 0.843
C 5.171 1.982 5.126 -0.853
C 4.131 1.353 5.749 -0.733
C 3.140 0.741 4.982 -0.771
C 3.183 0.701 3.597 1.192
S 1.747 0.168 2.765 -0.627
C 4.345 1.195 2.931 -0.202
N 4.547 1.010 1.567 0.068
H 6.090 2.481 -0.883 0.463
H 5.238 0.942 -1.039 0.013
H 6.922 0.981 -0.536 0.508
H 7.298 2.914 1.204 0.513
H 7.053 3.138 3.658 0.444
H 5.915 2.536 5.683 0.408
H 4.048 1.361 6.828 0.397
H 2.274 0.307 5.464 0.478
F -3.826 1.769 0.424 -0.366
C -3.318 0.542 0.196 0.172
C -1.966 0.376 0.211 -0.693
C -1.410 -0.898 0.049 0.779
C 0.030 -1.061 0.062 0.952
O 0.782 -0.038 0.050 0.262
C 0.493 -2.406 0.081 0.382
C -0.390 -3.431 -0.087 -0.399
N -1.717 -3.269 -0.200 0.281
C -2.573 -4.431 -0.332 -0.386
C -3.302 -4.667 -1.623 -0.402
C -2.164 -5.556 -1.228 -1.006
C -2.266 -2.004 -0.096 -0.008
C -3.650 -1.800 -0.130 -1.007
C -4.201 -0.537 0.003 -0.914
N -5.599 -0.373 -0.042 0.280
C -6.429 -1.105 0.898 -0.650
C -7.764 -1.450 0.253 -0.698
N -8.418 -0.179 -0.197 -0.119
C -7.532 0.583 -1.138 -0.971
C -6.207 0.881 -0.445 -0.625
C 1.956 -2.734 0.170 0.082
O 2.386 -3.762 -0.305 -0.679
O 2.686 -1.843 0.792 -0.621
H -1.310 1.209 0.415 0.719
H -0.018 -4.445 -0.145 0.725
H -3.072 -4.687 0.595 0.475
H -3.122 -3.967 -2.429 0.228
H -4.312 -5.052 -1.583 0.323
H -1.244 -5.474 -1.791 0.370
H -2.381 -6.558 -0.887 0.245
H -4.306 -2.647 -0.269 0.842
H -6.613 -0.510 1.807 0.211
H -5.928 -2.019 1.206 0.471
H -8.421 -1.965 0.952 0.389
H -7.616 -2.072 -0.628 0.396
H -8.606 0.406 0.622 0.395
H -9.315 -0.379 -0.641 0.355
H -8.035 1.500 -1.438 0.439
H -7.370 -0.040 -2.015 0.370
H -6.382 1.554 0.407 0.399
H -5.566 1.402 -1.150 0.484
N 4.984 -1.490 -0.581 -0.255
N 4.113 -1.807 -1.656 0.005
C 3.022 -0.977 -1.827 0.043
O 1.964 -1.381 -2.272 -0.626
O 3.225 0.276 -1.453 -0.156
H 5.931 -1.552 -0.932 0.267
H 4.873 -2.182 0.154 0.259
H 3.901 -2.786 -1.790 0.314
C 2.093 4.644 -0.138 -1.149
S 2.862 3.099 -0.670 0.314
O 2.410 2.130 0.430 -0.409
C 1.785 2.763 -2.062 0.625
C 2.314 2.743 -3.341 -0.486
C 1.483 2.431 -4.406 -0.612
C 0.145 2.142 -4.183 -0.582
C -0.374 2.178 -2.895 -0.557
C 0.448 2.492 -1.827 -0.061
H 1.041 4.451 0.056 0.366
H 2.214 5.395 -0.916 0.430
H 2.594 4.956 0.777 0.448
H 3.364 2.950 -3.508 0.425
H 1.886 2.404 -5.409 0.413
H -0.496 1.887 -5.016 0.422
H -1.421 1.966 -2.721 0.431
H 0.068 2.518 -0.816 0.136
```

Values from the calculation:
Calculated total energy = -83781.096 eV
Charge = +2
HOMO energy = -10.92 eV
LUMO level = -4.9461 eV
F_max = 3.5 eV Å⁻¹
Energy above the lowest of the compared OMol25 structures with the same formula, charge and spin = 1.8409 eV
HOMO-LUMO gap = 6.0 eV

3.
C35H37IMoP2 | wB97M-V/def2-TZVPD

Geometry as XYZ:
```
76
Properties=species:S:1:pos:R:3:lowdin_spin:R:1
Mo 1.766 0.628 -0.600 1.422
C 4.490 -1.257 3.298 -0.003
C 3.525 -2.141 2.970 0.001
C 2.154 -2.478 3.538 0.000
C 1.023 -1.367 3.581 0.000
C 1.472 -0.058 4.160 -0.003
C 2.744 0.375 4.307 0.004
C 3.738 -0.297 5.318 0.000
C 4.825 -1.221 4.767 0.000
C 1.260 1.871 1.044 -0.015
H 5.252 -0.772 2.630 0.000
H 3.702 -2.714 2.043 0.000
H 2.128 -3.051 4.495 0.000
H 1.707 -3.154 2.798 0.000
H 0.591 -1.229 2.563 0.000
H 0.154 -1.698 4.188 0.000
H 0.611 0.549 4.478 0.000
H 3.115 1.356 4.086 0.000
H 3.098 -0.852 6.029 0.000
H 4.216 0.511 5.866 0.000
H 5.816 -0.809 5.050 0.000
H 4.705 -2.251 5.165 0.000
H 2.213 2.404 1.351 0.001
H 0.896 1.218 1.875 0.006
H 0.518 2.658 0.932 0.003
P -0.283 -0.369 -2.349 0.066
P -1.665 1.340 -1.165 0.079
C -1.689 -1.212 -1.549 -0.006
C -2.551 -0.275 -1.110 -0.002
C -0.537 -0.998 -4.048 0.011
C -1.212 -2.190 -4.353 0.003
C -1.288 -2.633 -5.668 0.001
C -0.744 -1.873 -6.703 0.001
C -0.154 -0.637 -6.418 0.000
C -0.063 -0.189 -5.097 0.002
C 0.909 -1.472 -1.568 0.033
C 1.000 -1.270 -0.109 0.012
C 2.364 -1.396 0.354 -0.039
C 3.078 -2.494 -0.239 0.162
C 2.809 -2.909 -1.522 0.015
C 1.789 -2.311 -2.261 0.123
C -3.015 2.255 -2.004 0.015
C -3.329 1.913 -3.339 0.003
C -4.599 2.210 -3.842 0.000
C -5.533 2.882 -3.037 0.004
C -5.172 3.328 -1.765 0.000
C -3.904 3.046 -1.266 0.006
C -1.910 1.766 0.601 0.017
C -1.569 3.092 0.952 0.004
C -1.933 3.572 2.200 0.000
C -2.675 2.769 3.059 0.005
C -2.934 1.439 2.748 0.001
C -2.485 0.905 1.546 0.005
H -1.773 -2.293 -1.478 0.000
H -3.562 -0.358 -0.716 0.000
H -1.696 -2.798 -3.596 0.000
H -1.766 -3.583 -5.911 0.000
H -0.773 -2.244 -7.735 0.000
H 0.255 -0.041 -7.242 0.000
H 0.397 0.778 -4.890 0.000
H 0.208 -0.688 0.457 0.004
H 2.517 -1.157 1.402 -0.003
H 3.841 -3.038 0.309 0.008
H 3.396 -3.700 -1.988 -0.002
H 1.635 -2.507 -3.324 0.005
H -2.591 1.385 -3.942 0.000
H -4.865 1.943 -4.866 0.000
H -6.528 3.111 -3.421 0.000
H -5.854 3.931 -1.157 0.000
H -3.613 3.418 -0.285 0.000
H -0.939 3.695 0.289 0.001
H -1.654 4.578 2.495 0.000
H -3.079 3.186 3.974 0.000
H -3.521 0.814 3.416 0.000
H -2.681 -0.152 1.346 0.000
I 4.224 1.213 -1.119 0.048
```

Values from the calculation:
Calculated total energy = -65403.250 eV
Charge = +2
HOMO energy (alpha / beta) = -12.03 / -12.03 eV
LUMO level (alpha / beta) = -8.0663 / -8.4387 eV
F_max = 3.7 eV Å⁻¹
⟨S²⟩ = 2.0841
Spin multiplicity = 3
HOMO-LUMO gap (alpha / beta) = 4.0 / 3.6 eV

Look up the F_max of the second one.
3.5 eV Å⁻¹

Which of these has the lowest calculated total energy?
C35H37FN6O6S2Zr

Among the records above, which one has the highest F_max?
C35H37IMoP2

Which value of F_max does entry 2 give?
3.5 eV Å⁻¹